Entry 1:
{"formula": "C40H82GaO18", "method": "wB97M-V/def2-TZVPD", "species": ["C", "C", "O", "O", "C", "C", "C", "C", "C", "C", "Ga", "H", "H", "H", "H", "H", "H", "H", "H", "H", "H", "H", "H", "H", "H", "H", "H", "H", "H", "O", "C", "O", "C", "C", "C", "H", "H", "H", "H", "H", "H", "H", "H", "O", "C", "O", "C", "C", "C", "H", "H", "H", "H", "H", "H", "H", "H", "O", "C", "O", "C", "C", "C", "H", "H", "H", "H", "H", "H", "H", "H", "O", "C", "O", "C", "C", "C", "H", "H", "H", "H", "H", "H", "H", "H", "O", "C", "O", "C", "C", "C", "H", "H", "H", "H", "H", "H", "H", "H", "O", "C", "O", "C", "C", "C", "H", "H", "H", "H", "H", "H", "H", "H", "O", "C", "O", "C", "C", "C", "H", "H", "H", "H", "H", "H", "H", "H", "O", "C", "O", "C", "C", "C", "H", "H", "H", "H", "H", "H", "H", "H"], "xyz": [[-2.42430, 1.83131, -0.52748], [-2.86977, 3.00559, 0.30516], [-4.01745, 3.24746, 0.37035], [-1.98243, 3.78329, 0.91907], [-1.25210, 3.11598, 1.95466], [0.26808, 3.12922, 1.80635], [0.95824, 4.46554, 2.14758], [2.44988, 4.44604, 1.68103], [2.94191, 5.63673, 0.83629], [2.63642, 5.57821, -0.67307], [0.63787, 5.87072, -1.14923], [-1.35972, 1.81573, -0.75281], [-2.71839, 0.90620, -0.03451], [-2.95728, 1.84867, -1.47258], [-1.54472, 2.05690, 1.93865], [-1.54834, 3.47957, 2.93838], [0.62414, 2.40010, 2.54100], [0.60196, 2.74720, 0.84703], [0.98540, 4.50453, 3.24166], [0.39777, 5.33708, 1.82252], [3.05083, 4.40849, 2.58912], [2.66561, 3.52986, 1.14146], [4.04104, 5.63326, 0.92546], [2.60446, 6.60607, 1.21109], [3.14973, 6.38612, -1.20498], [2.92578, 4.62924, -1.13656], [0.44425, 6.42505, -2.63038], [0.05194, 6.82988, 0.00848], [-0.11838, 4.44060, -1.06246], [3.39412, 1.66201, 2.65722], [3.61566, 0.82789, 1.82109], [2.59346, 0.35562, 1.08318], [2.75994, -0.50608, -0.04611], [2.84773, -1.95902, 0.37652], [4.99353, 0.23667, 1.63989], [3.61140, -0.19168, -0.65252], [1.87224, -0.35800, -0.66077], [3.71353, -2.14667, 1.00988], [2.91304, -2.61139, -0.49342], [1.96601, -2.23510, 0.95259], [5.13934, -0.55293, 2.37641], [5.72785, 1.02092, 1.81073], [5.18168, -0.15603, 0.64303], [-1.42324, 6.63816, -4.63535], [-1.96917, 5.57476, -4.65067], [-2.42092, 5.07954, -5.83800], [-2.90859, 3.74444, -5.97273], [-4.36312, 3.63565, -5.56932], [-2.27945, 4.78656, -3.39616], [-2.27881, 3.04530, -5.41974], [-2.79763, 3.49270, -7.02840], [-4.50536, 3.89352, -4.52090], [-4.72745, 2.63344, -5.72975], [-4.96931, 4.32932, -6.15781], [-3.20112, 5.17842, -2.96445], [-1.48488, 4.87228, -2.64604], [-2.38993, 3.71906, -3.57989], [6.92188, -1.94820, 4.03486], [6.15481, -2.10184, 4.94472], [5.08332, -1.29694, 5.05526], [4.01741, -1.50490, 5.98219], [4.33723, -0.91469, 7.34015], [6.41668, -3.13030, 6.02159], [3.75229, -2.56249, 6.03842], [3.15650, -0.99104, 5.55715], [5.20698, -1.39229, 7.79335], [3.48925, -1.03005, 8.01664], [4.56682, 0.14654, 7.24368], [7.10500, -2.70833, 6.75282], [6.87865, -3.99864, 5.55711], [5.52066, -3.48171, 6.52839], [2.79976, -4.64276, 1.32907], [1.91726, -5.45500, 1.23482], [1.28812, -5.60721, 0.05937], [0.33689, -6.64864, -0.20262], [-1.05390, -6.24547, 0.24223], [1.44842, -6.24481, 2.43340], [0.66237, -7.59406, 0.23533], [0.34233, -6.79129, -1.28194], [-1.10554, -6.07673, 1.30743], [-1.77182, -7.02299, -0.02185], [-1.34796, -5.31387, -0.24132], [0.74551, -5.63661, 2.99790], [2.31504, -6.46551, 3.05481], [0.98547, -7.19773, 2.18451], [-1.18835, -9.10624, -1.55002], [-0.62152, -10.14442, -1.35018], [-0.25716, -10.46303, -0.09136], [0.26077, -11.74032, 0.28690], [1.75559, -11.82665, 0.05670], [-0.23001, -11.05835, -2.48810], [-0.28465, -12.54336, -0.21176], [0.05065, -11.83795, 1.35116], [2.00794, -11.71680, -0.99817], [2.14182, -12.78533, 0.40510], [2.26647, -11.02711, 0.59379], [0.70383, -10.70217, -2.92124], [-1.01152, -11.01505, -3.24322], [-0.12212, -12.10280, -2.20420], [7.10229, 11.26935, -2.89432], [6.24973, 10.43254, -3.04234], [5.70859, 10.25462, -4.25983], [4.82556, 9.17110, -4.58150], [3.39209, 9.48630, -4.21656], [5.71567, 9.63707, -1.87345], [5.17304, 8.24210, -4.12734], [4.90682, 9.03783, -5.65974], [3.27457, 9.63999, -3.14425], [2.73325, 8.67198, -4.51914], [3.06732, 10.40381, -4.70946], [4.95734, 10.22738, -1.36122], [6.53841, 9.44373, -1.18859], [5.29662, 8.67097, -2.14360], [-1.20906, -4.34434, 2.54336], [-2.32085, -4.26335, 2.99327], [-3.36593, -4.59667, 2.21594], [-4.70907, -4.70779, 2.69206], [-5.41110, -3.36555, 2.69775], [-2.57070, -3.71311, 4.37786], [-4.73579, -5.19655, 3.66764], [-5.21132, -5.37833, 1.99609], [-4.92639, -2.65945, 3.37214], [-6.45077, -3.47909, 3.00739], [-5.38838, -2.92421, 1.70129], [-2.57668, -2.62496, 4.32837], [-1.75719, -4.03495, 5.02444], [-3.49449, -4.06010, 4.83539], [-5.81878, 1.46023, -4.46823], [-6.86909, 1.40383, -3.89190], [-7.91524, 0.78303, -4.48042], [-9.14609, 0.50817, -3.81313], [-10.08764, 1.69401, -3.86603], [-7.06453, 2.09144, -2.56078], [-8.96649, 0.16547, -2.79263], [-9.58860, -0.33132, -4.34858], [-9.67165, 2.56111, -3.35310], [-11.04365, 1.44539, -3.40269], [-10.26548, 1.98766, -4.90093], [-7.28410, 3.14404, -2.73625], [-6.13789, 2.01390, -1.99466], [-7.84851, 1.65584, -1.94493]], "forces_ev_per_a": [[0.72, -0.27, -0.14], [1.46, -0.63, -0.58], [-3.10, 0.76, 0.06], [0.61, 0.39, 0.73], [0.89, -1.20, -0.36], [-0.23, 0.56, 0.58], [0.52, -0.77, 0.05], [-0.52, 1.04, 0.13], [0.70, -0.38, -0.80], [-1.14, 0.14, 0.03], [0.45, -0.21, 0.33], [0.07, 0.07, 0.20], [0.07, -0.06, 0.13], [-0.17, 0.18, -0.07], [-0.09, 0.02, 0.06], [-0.16, 0.44, -0.09], [0.07, -0.11, -0.04], [-0.26, 0.13, -0.34], [-0.16, 0.21, 0.05], [0.05, 0.01, -0.45], [0.18, -0.10, -0.01], [-0.06, -0.14, -0.14], [-0.02, 0.11, 0.31], [-0.17, -0.09, 0.27], [0.23, -0.02, 0.09], [0.27, -0.04, 0.17], [0.12, 0.11, -0.05], [-0.12, 0.15, -0.05], [-0.04, -0.15, -0.04], [-0.10, -0.21, 0.09], [0.28, -0.19, 0.15], [-0.30, 0.31, -0.03], [0.09, -0.34, -0.06], [0.06, 0.29, 0.02], [0.14, 0.23, -0.43], [0.04, 0.02, 0.08], [-0.04, 0.16, 0.11], [0.04, -0.02, -0.06], [-0.03, -0.02, 0.03], [-0.04, -0.01, -0.07], [0.03, 0.01, 0.01], [-0.07, -0.01, 0.23], [-0.09, -0.16, 0.06], [-0.18, 0.02, -0.38], [-0.15, -0.11, 0.67], [0.30, 0.06, -0.38], [-0.19, 0.04, 0.10], [0.11, 0.43, -0.19], [0.40, -0.33, 0.13], [-0.02, 0.02, 0.02], [0.05, 0.15, -0.02], [0.02, -0.13, 0.00], [0.01, -0.09, -0.09], [0.08, 0.00, -0.06], [-0.03, -0.02, -0.01], [-0.07, 0.38, -0.29], [-0.23, 0.06, 0.01], [-0.13, 0.12, -0.08], [0.18, -0.11, 0.32], [-0.04, 0.12, -0.44], [-0.11, 0.01, 0.27], [0.17, 0.01, 0.05], [-0.32, -0.39, -0.09], [0.09, -0.02, 0.01], [0.11, 0.04, -0.16], [-0.05, -0.07, 0.02], [-0.01, 0.01, -0.03], [-0.09, 0.00, -0.04], [-0.01, 0.02, 0.00], [0.17, 0.13, -0.03], [0.02, 0.14, 0.11], [0.02, -0.27, -0.06], [-0.23, 0.11, 0.28], [0.36, 0.01, -0.27], [-0.44, -0.04, 0.00], [-0.03, -0.28, -0.16], [0.25, -0.51, 0.00], [-0.01, 0.05, 0.07], [0.17, 0.11, 0.00], [0.07, -0.06, 0.09], [0.09, -0.02, -0.11], [0.02, 0.00, 0.00], [-0.05, 0.04, -0.06], [0.01, 0.20, 0.01], [-0.16, 0.11, -0.02], [-0.01, -0.05, 0.17], [0.21, -0.02, -0.33], [-0.25, 0.17, 0.27], [0.23, -0.16, -0.05], [0.06, 0.08, -0.11], [-0.33, -0.38, 0.05], [0.02, 0.04, -0.07], [-0.09, 0.15, -0.02], [-0.03, -0.08, -0.01], [-0.02, 0.01, 0.01], [-0.03, -0.03, 0.06], [0.00, 0.01, 0.01], [0.07, 0.21, -0.04], [0.17, 0.04, 0.04], [-0.03, -0.02, -0.18], [-0.19, 0.03, 0.36], [0.32, 0.09, -0.29], [-0.31, -0.13, 0.06], [-0.04, 0.10, 0.11], [0.25, -0.44, -0.10], [-0.01, 0.05, 0.08], [0.15, 0.14, 0.01], [-0.03, -0.13, 0.01], [-0.01, 0.00, 0.05], [0.03, -0.04, -0.08], [-0.02, -0.01, -0.01], [-0.01, 0.21, 0.04], [-0.18, 0.09, 0.00], [-0.17, 0.17, 0.22], [0.05, 0.40, 0.22], [0.12, -0.30, -0.27], [-0.23, 0.18, 0.11], [0.09, 0.12, 0.02], [-0.11, -0.43, 0.26], [0.06, 0.06, 0.03], [0.17, -0.03, -0.08], [-0.04, -0.04, 0.06], [0.01, -0.02, -0.01], [-0.04, -0.06, -0.02], [0.01, 0.00, -0.02], [0.12, 0.15, -0.12], [-0.08, 0.14, -0.09], [-0.40, -0.59, 0.09], [0.03, 0.41, 0.33], [0.13, -0.30, -0.28], [-0.18, 0.15, 0.11], [0.04, 0.14, 0.00], [0.02, -0.44, 0.30], [0.03, 0.08, 0.02], [0.14, -0.01, -0.09], [-0.01, -0.04, 0.08], [0.01, -0.01, -0.01], [-0.02, -0.08, -0.01], [0.02, 0.00, 0.00], [0.06, 0.18, -0.13], [-0.11, 0.12, -0.08]], "lowdin_charge": [0.011, -0.598, 0.120, -0.021, -0.175, -0.190, -0.193, -0.214, -0.328, -0.372, 0.276, 0.078, 0.081, 0.075, 0.114, 0.126, 0.106, 0.096, 0.098, 0.065, 0.090, 0.081, 0.081, 0.085, 0.001, 0.018, -0.117, -0.114, -0.100, 0.093, -0.519, -0.005, -0.227, -0.079, 0.022, 0.113, 0.121, 0.067, 0.081, 0.078, 0.073, 0.094, 0.071, 0.083, -0.518, -0.021, -0.245, -0.078, -0.006, 0.113, 0.116, 0.064, 0.047, 0.084, 0.100, -0.011, 0.059, 0.108, -0.528, -0.002, -0.231, -0.066, 0.009, 0.113, 0.127, 0.065, 0.080, 0.086, 0.094, 0.089, 0.066, 0.087, -0.515, 0.010, -0.229, -0.062, 0.017, 0.101, 0.116, 0.037, 0.073, 0.092, 0.073, 0.086, 0.069, 0.109, -0.518, -0.006, -0.237, -0.064, 0.014, 0.113, 0.122, 0.068, 0.081, 0.084, 0.098, 0.091, 0.068, 0.087, -0.534, -0.007, -0.235, -0.058, 0.013, 0.114, 0.118, 0.071, 0.089, 0.081, 0.098, 0.089, 0.068, 0.088, -0.506, 0.005, -0.234, -0.062, 0.019, 0.113, 0.123, 0.069, 0.081, 0.086, 0.101, 0.090, 0.069, 0.088, -0.502, -0.001, -0.244, -0.068, 0.025, 0.112, 0.120, 0.068, 0.079, 0.083, 0.101, 0.091, 0.068], "total_charge": -1, "homo_energy_ha": -0.14609, "e_lumo_ev": 1.34, "orbital_gap_ev": 5.3}

=====

Entry 2:
{"formula": "C11H14N3", "method": "wB97M-V/def2-TZVPD", "species": ["C", "N", "C", "C", "C", "C", "C", "C", "C", "C", "C", "N", "N", "C", "H", "H", "H", "H", "H", "H", "H", "H", "H", "H", "H", "H", "H", "H"], "xyz": [[0.63833, -3.22225, -0.06228], [0.53237, -1.94412, 0.10200], [0.97411, -1.03623, -0.84465], [2.31192, -1.04702, -1.18389], [2.82417, -0.17134, -2.10879], [2.06600, 0.79670, -2.71071], [0.73426, 0.88288, -2.34575], [0.18395, -0.04556, -1.47062], [-1.36059, 0.11698, -1.33041], [-1.80090, 1.33311, -0.54018], [-1.49600, 1.17481, 0.78159], [-1.14315, 0.93339, 1.85785], [-0.71701, 0.61815, 3.08101], [-1.44136, 1.15813, 4.30593], [0.23979, -3.89614, 0.75636], [1.05517, -3.76141, -0.99340], [2.93350, -1.80660, -0.64056], [3.90771, -0.26409, -2.35226], [2.33963, 1.51199, -3.44668], [0.12883, 1.57864, -2.79464], [-1.58984, 0.26395, -2.35466], [-2.02365, -0.64906, -0.88609], [-2.86840, 1.67266, -0.70555], [-1.30577, 2.27630, -0.92281], [-0.38142, -0.35383, 2.94575], [-2.23865, 1.82923, 3.97291], [-1.83320, 0.34922, 4.89926], [-0.66981, 1.70149, 4.99124]], "forces_ev_per_a": [[-0.26, 0.39, -0.05], [-1.13, -2.27, 0.51], [0.18, 0.92, -1.24], [0.72, -1.15, 0.86], [2.58, -0.18, -0.50], [-1.37, 0.30, 0.41], [1.47, -2.39, 1.12], [-1.48, -0.30, 1.32], [0.48, -0.93, 0.60], [-1.04, 3.60, -3.65], [1.44, -0.83, 4.89], [-1.09, 0.81, -0.97], [0.12, -0.58, -0.72], [1.91, 0.66, 0.20], [0.64, 0.88, -0.96], [-0.52, 1.12, 1.27], [-0.36, 0.92, -0.84], [-0.97, 0.13, 0.14], [1.04, 0.21, -0.43], [-1.44, 1.62, -1.03], [-1.15, 0.15, -0.79], [1.07, -0.55, -0.67], [0.75, -1.05, 0.42], [0.05, -0.91, 0.48], [-0.24, 0.73, 1.16], [0.29, -0.15, 0.14], [-0.30, -0.39, -0.10], [-1.39, -0.77, -1.55]], "lowdin_charge": [0.003, 0.012, -0.282, -0.039, -0.076, -0.059, -0.047, -0.140, -0.109, -0.157, 0.068, 0.151, -0.014, -0.009, 0.088, 0.118, 0.136, 0.130, 0.107, 0.093, 0.108, 0.135, 0.172, 0.163, 0.168, 0.086, 0.073, 0.121], "total_charge": 1, "homo_energy_ha": -0.43211, "e_lumo_ev": -3.00, "smiles": "C=Nc1ccccc1CCC#[N+]NC", "orbital_gap_ev": 8.8}

=====

Entry 3:
{"formula": "C7H16Cl2InO3Sn", "method": "wB97M-V/def2-TZVPD", "species": ["C", "C", "Cl", "C", "Cl", "In", "C", "O", "C", "O", "C", "C", "O", "H", "H", "H", "H", "H", "H", "H", "H", "H", "H", "H", "H", "H", "H", "H", "H", "Sn"], "xyz": [[2.87271, 1.33760, 1.20318], [3.78198, 0.30248, 0.29126], [5.59030, 0.76753, 0.39540], [3.29471, 0.53650, -1.27902], [4.49297, -0.17464, -2.53172], [1.22130, -0.27026, -1.70152], [0.23684, -1.24940, 0.14527], [-0.75488, -2.19327, -0.41210], [-2.13473, -1.80109, -0.08521], [-2.81394, -0.99258, -1.11011], [-2.96148, 0.41421, -0.70639], [-4.30125, 0.74980, 0.17593], [-4.60730, -0.22135, 1.24038], [3.10030, 2.44307, 0.82600], [1.72578, 1.10254, 1.06337], [3.13488, 1.21515, 2.33824], [3.60008, -0.82826, 0.56227], [3.25469, 1.70915, -1.47507], [1.26274, -1.60902, -2.94947], [0.10805, 1.07890, -2.15994], [-0.21455, -0.43983, 0.86631], [1.06203, -1.82465, 0.78742], [-2.75535, -2.81666, -0.00304], [-2.21131, -1.30660, 0.98509], [-1.98135, 0.84764, -0.18064], [-3.06350, 1.03992, -1.71632], [-4.08940, 1.78837, 0.72487], [-5.25710, 0.80751, -0.51324], [-3.93609, -0.14565, 2.00589], [2.34290, -0.26710, 3.21290]], "forces_ev_per_a": [[0.06, -0.31, -1.97], [-0.74, 0.47, -1.43], [-1.80, -0.54, 0.65], [0.61, 1.13, 1.14], [-1.25, 0.70, 1.55], [0.00, 0.09, -2.48], [-1.94, -2.02, 1.74], [1.17, 3.44, 2.38], [-2.71, -0.90, 0.51], [1.57, 0.35, 2.60], [-0.07, 1.53, -0.69], [0.45, 0.62, 0.47], [1.84, 0.75, 0.33], [-0.50, -2.30, 1.37], [1.87, 0.45, 0.00], [0.69, 1.69, -1.53], [0.70, 2.00, -0.33], [0.37, -2.44, 0.45], [0.05, 0.64, 1.02], [0.39, -0.45, 0.57], [0.45, -1.06, -1.45], [-0.58, 0.76, -1.27], [1.61, 2.16, -0.47], [0.49, -0.74, -2.28], [-2.01, -1.15, -0.95], [0.25, -1.44, 2.17], [-0.61, -1.93, -1.60], [2.07, -0.19, 1.54], [-1.61, 0.12, -1.98], [-0.83, -1.43, -0.05]], "lowdin_charge": [-0.280, -0.763, 0.536, -0.791, 0.453, 0.536, -0.257, -0.156, -0.192, -0.137, -0.186, -0.197, -0.141, 0.161, 0.059, -0.150, 0.093, 0.077, -0.043, -0.069, 0.044, 0.042, 0.181, 0.137, 0.115, 0.152, 0.137, 0.147, 0.112, 1.379], "total_charge": 1, "homo_energy_ha": -0.43397, "e_lumo_ev": -7.73, "orbital_gap_ev": 4.1}

=====

Entry 4:
{"formula": "C3H9N3S", "method": "wB97M-V/def2-TZVPD", "species": ["C", "N", "C", "N", "N", "S", "C", "H", "H", "H", "H", "H", "H", "H", "H", "H"], "xyz": [[-0.46933, 2.41157, -0.02856], [0.69416, 1.45649, 0.05585], [0.07631, 0.27276, 0.04632], [0.91344, -0.80391, 0.06609], [2.31524, -0.72358, -0.13304], [-1.74393, -0.01914, -0.09551], [-1.30890, -1.92070, -0.01040], [-1.25621, 2.31325, -0.83471], [-1.03074, 2.58931, 1.00967], [-0.15315, 3.42472, -0.24843], [0.80172, -1.60138, 0.85835], [2.62668, -0.61780, -1.11146], [2.65438, -0.03002, 0.48001], [-0.58765, -2.19702, -0.86606], [-1.23758, -2.23086, 1.07238], [-2.29444, -2.32369, -0.26052]], "forces_ev_per_a": [[-0.53, 2.10, 1.34], [-5.03, -1.39, -0.48], [2.19, 3.09, 0.31], [0.94, -4.51, 1.97], [-0.58, -0.55, -0.41], [3.19, -2.56, 0.51], [-2.55, 0.48, -0.85], [0.83, -0.79, 0.74], [1.09, -0.88, -2.00], [0.70, 0.20, 0.03], [-0.23, 2.81, -2.81], [-0.80, 0.29, 0.89], [0.87, 1.21, 0.23], [-1.07, 0.38, 2.12], [0.93, 0.33, -1.36], [0.04, -0.22, -0.24]], "lowdin_charge": [-0.270, -0.007, -0.678, -0.195, 0.006, 0.864, -0.363, 0.043, 0.106, 0.042, 0.179, 0.095, 0.045, 0.080, 0.052, 0.001], "total_charge": 0, "homo_energy_ha": -0.31968, "e_lumo_ev": 0.56, "smiles": "C/N=C(/NN)SC", "orbital_gap_ev": 9.3}